(1)
Density functional theory data (the ωB97M-V functional and the def2-TZVPD basis) for a structure of composition C37H33N6O4S2ScSi at a distorted geometry.

The geometry in XYZ format:
```
84
Properties=species:S:1:pos:R:3
Sc 0.403 1.450 -0.686
N 0.603 -3.091 -0.954
C 0.327 -1.792 -1.223
N 0.571 -0.832 -0.431
C 1.117 -1.102 0.859
N 1.401 -0.113 1.653
N 1.225 1.091 1.151
C 1.458 2.231 1.930
C 1.316 3.434 1.320
C 1.408 4.697 2.024
C 1.246 5.859 1.359
C 0.983 5.856 -0.059
C 0.882 4.645 -0.677
N 1.033 3.452 -0.069
C 1.316 -2.485 1.265
C 1.750 -2.882 2.527
C 1.952 -4.225 2.827
C 1.714 -5.205 1.876
C 1.257 -4.830 0.616
C 1.060 -3.495 0.323
H 0.260 -3.790 -1.585
H -0.137 -1.595 -2.183
H 1.719 2.130 2.974
H 1.594 4.676 3.092
H 1.303 6.803 1.895
H 0.839 6.772 -0.616
H 0.667 4.602 -1.741
H 1.921 -2.112 3.268
H 2.294 -4.503 3.817
H 1.882 -6.251 2.098
H 1.048 -5.583 -0.138
C 4.832 2.728 -5.820
Si 4.619 1.191 -4.764
C 5.034 -0.287 -5.853
C 5.915 1.269 -3.433
C 2.793 1.047 -4.363
C 1.935 0.892 -5.437
C 0.551 0.793 -5.269
C 0.068 0.870 -3.986
N 0.859 1.006 -2.918
C 2.212 1.096 -3.055
S 3.063 1.255 -1.581
H 5.866 2.806 -6.177
H 4.607 3.625 -5.232
H 4.167 2.723 -6.691
H 6.076 -0.242 -6.189
H 4.392 -0.328 -6.740
H 4.895 -1.220 -5.296
H 6.905 1.299 -3.906
H 5.858 0.406 -2.764
H 5.781 2.159 -2.814
H 2.343 0.852 -6.445
H -0.121 0.675 -6.108
H -0.996 0.838 -3.779
O -3.574 2.259 -0.561
S -2.206 1.868 -0.527
O -2.112 0.218 -0.742
O -1.380 2.278 -1.686
O -1.432 2.096 0.683
C -2.547 -0.528 0.307
C -3.134 -0.771 1.353
C -3.790 -1.205 2.514
C -3.162 -0.904 3.804
C -3.877 -0.804 5.016
C -3.253 -0.468 6.212
C -1.892 -0.197 6.260
C -1.170 -0.258 5.069
C -1.784 -0.606 3.879
C -5.048 -1.904 2.350
C -5.761 -1.866 1.122
C -6.944 -2.557 0.932
C -7.503 -3.338 1.945
C -6.813 -3.415 3.150
C -5.623 -2.730 3.350
H -4.949 -0.944 5.014
H -3.849 -0.395 7.118
H -1.409 0.070 7.192
H -0.111 -0.019 5.061
H -1.199 -0.630 2.968
H -5.359 -1.261 0.318
H -7.449 -2.484 -0.026
H -8.434 -3.872 1.795
H -7.207 -4.031 3.953
H -5.097 -2.867 4.284
```

Gap between HOMO and LUMO in Eh: 0.1463
Molar mass in g/mol: 762.9
ΔE to the lowest compared entry with this formula, charge and spin in kcal/mol: 76.82
HOMO in Ha: -0.0066
Net charge: -2
Strongest force on any atom in Eh/bohr: 0.0272
LUMO level in hartree: 0.1397
DFT total energy in eV: -106287.6394

(2)
Density functional theory data (the ωB97M-V functional and the def2-TZVPD basis) for a structure of composition C37H33N8O4PtSe at a distorted geometry.

The geometry in XYZ format:
```
84
Properties=species:S:1:pos:R:3
Pt 0.607 0.657 -1.863
C -5.052 -6.891 8.375
O -5.182 -7.060 6.980
C -4.580 -6.187 6.149
C -4.760 -6.412 4.777
C -4.188 -5.580 3.847
C -3.411 -4.485 4.251
C -3.233 -4.267 5.618
C -3.805 -5.100 6.558
C -2.813 -3.624 3.260
N -2.900 -3.781 1.955
C -2.183 -2.773 1.404
C -1.638 -1.967 2.412
N -2.056 -2.525 3.581
C -0.838 -0.836 2.151
C -0.328 0.026 3.134
C 0.429 1.104 2.751
C 0.695 1.291 1.391
N 0.236 0.485 0.458
C -0.541 -0.558 0.789
C -1.085 -1.381 -0.265
N -0.786 -1.076 -1.541
C -1.323 -1.755 -2.530
C -2.206 -2.817 -2.323
C -2.507 -3.188 -1.032
C -1.941 -2.473 0.032
H -5.623 -7.699 8.828
H -5.465 -5.933 8.703
H -4.008 -6.968 8.692
H -5.363 -7.256 4.478
H -4.324 -5.754 2.792
H -2.638 -3.441 5.978
H -3.645 -4.897 7.605
H -1.856 -2.189 4.507
H -0.539 -0.160 4.177
H 0.818 1.798 3.478
H 1.309 2.121 1.064
H -1.051 -1.450 -3.536
H -2.634 -3.331 -3.170
H -3.172 -4.007 -0.806
C 2.973 2.509 -5.088
N 1.753 3.229 -4.847
C 1.607 4.586 -4.817
C 0.288 4.847 -4.630
N -0.360 3.651 -4.537
C -1.780 3.485 -4.400
C 0.545 2.664 -4.637
Se 0.236 0.843 -4.504
H 3.692 3.165 -5.573
H 2.764 1.657 -5.739
H 3.397 2.136 -4.153
H 2.442 5.249 -4.917
H -0.228 5.781 -4.546
H -2.211 4.411 -4.030
H -1.992 2.690 -3.684
H -2.228 3.231 -5.360
N 6.635 0.522 -1.615
C 5.340 0.145 -1.689
C 4.712 -0.135 -2.915
C 3.359 -0.388 -2.949
N 2.588 -0.419 -1.857
C 3.193 -0.234 -0.676
C 4.529 0.059 -0.544
H 7.222 0.497 -2.431
H 7.088 0.614 -0.721
H 5.291 -0.145 -3.825
H 2.860 -0.581 -3.892
H 2.571 -0.339 0.204
H 4.952 0.227 0.434
O 0.114 6.242 -0.553
C 1.091 5.356 -0.706
C 2.404 5.723 -0.384
C 3.452 4.855 -0.596
C 3.226 3.588 -1.124
C 1.929 3.206 -1.395
C 0.853 4.052 -1.185
C -0.557 3.630 -1.516
O -1.423 4.516 -1.598
O -0.822 2.415 -1.733
H -0.722 5.813 -0.901
H 2.575 6.712 0.010
H 4.459 5.167 -0.355
H 4.052 2.919 -1.321
H 1.716 2.186 -1.812
```

Gap between HOMO and LUMO (alpha / beta) in Eh: 0.2253 / 0.2253
Molar mass in g/mol: 927.8
ΔE to the lowest compared entry with this formula, charge and spin in kcal/mol: 31.41
HOMO (alpha / beta) in Ha: -0.3498 / -0.3497
Net charge: +1
Strongest force on any atom in Eh/bohr: 0.0417
LUMO level (alpha / beta) in hartree: -0.1244 / -0.1244
DFT total energy in eV: -127605.1799

(3)
Density functional theory data (the ωB97M-V functional and the def2-TZVPD basis) for a structure of composition C37H34AsBiBrCl5N4S3.

The geometry in XYZ format:
```
86
Properties=species:S:1:pos:R:3
Bi 0.311 0.252 0.515
C -0.327 0.540 -3.358
C -1.559 1.186 -2.730
N -1.291 1.874 -1.477
C -0.790 3.235 -1.546
C 0.653 3.361 -2.025
S 1.859 2.297 -1.171
C 2.512 1.245 -2.507
C 1.910 -0.159 -2.670
N 0.483 -0.203 -2.394
H -0.660 -0.104 -4.182
H 0.301 1.307 -3.809
H -2.019 1.848 -3.481
H -2.285 0.405 -2.515
H -2.132 1.878 -0.912
H -1.402 3.872 -2.205
H -0.860 3.646 -0.537
H 0.749 3.176 -3.094
H 0.981 4.386 -1.846
H 2.423 1.832 -3.421
H 3.579 1.149 -2.302
H 2.156 -0.497 -3.688
H 2.401 -0.842 -1.978
H 0.166 -1.165 -2.336
Cl 4.116 1.111 0.878
C 3.717 -0.582 0.887
C 2.432 -0.982 0.559
C 2.257 -2.348 0.380
Cl 0.723 -2.885 -0.243
C 3.250 -3.289 0.626
Cl 2.953 -4.968 0.397
C 4.499 -2.849 1.057
Cl 5.741 -3.985 1.408
C 4.746 -1.483 1.166
Cl 6.308 -0.930 1.633
S -1.902 1.980 1.567
C -1.681 2.014 3.304
C -2.761 2.006 4.192
C -2.554 2.036 5.560
C -1.268 2.072 6.086
C -0.183 2.075 5.224
C -0.392 2.056 3.851
As 1.082 1.980 2.618
C 2.600 1.605 3.754
C 2.907 0.273 4.019
C 4.001 -0.038 4.812
C 4.786 0.976 5.346
C 4.468 2.303 5.097
C 3.375 2.621 4.302
C 1.329 3.822 2.050
C 2.540 4.246 1.509
C 2.680 5.544 1.038
C 1.610 6.424 1.100
C 0.403 6.008 1.645
C 0.260 4.712 2.122
H -3.766 1.973 3.791
H -3.408 2.025 6.227
H -1.111 2.085 7.157
H 0.824 2.084 5.621
H 2.290 -0.519 3.610
H 4.243 -1.074 5.010
H 5.643 0.730 5.959
H 5.072 3.095 5.521
H 3.133 3.659 4.109
H 3.382 3.570 1.461
H 3.628 5.864 0.624
H 1.718 7.436 0.731
H -0.432 6.693 1.705
H -0.684 4.393 2.541
Br -0.303 -1.284 2.748
N -3.261 -1.167 0.884
C -3.191 -1.439 -0.435
N -2.209 -2.077 -0.999
C -2.478 -2.270 -2.346
C -1.633 -2.922 -3.243
C -1.991 -2.995 -4.579
C -3.184 -2.432 -5.035
C -4.041 -1.792 -4.154
C -3.682 -1.724 -2.816
S -4.528 -0.982 -1.490
H -2.429 -1.384 1.425
H -3.720 -0.317 1.172
H -0.716 -3.372 -2.881
H -1.340 -3.503 -5.278
H -3.448 -2.502 -6.081
H -4.970 -1.360 -4.503
```

Gap between HOMO and LUMO in Eh: 0.2661
Molar mass in g/mol: 1172.0
ΔE to the lowest compared entry with this formula, charge and spin in kcal/mol: 0.38
HOMO in Ha: -0.2673
Strongest force on any atom in Eh/bohr: 0.0052
LUMO level in hartree: -0.0012
DFT total energy in eV: -276722.6155

(4)
Density functional theory data (the ωB97M-V functional and the def2-TZVPD basis) for a structure of composition C37H34BF4InN4O5PS at a distorted geometry.

The geometry in XYZ format:
```
88
Properties=species:S:1:pos:R:3
In -0.172 -0.518 0.783
C 2.451 -3.573 1.690
O 1.555 -3.071 0.714
C 0.622 -4.055 0.321
C -0.179 -3.509 -0.856
O -1.090 -2.481 -0.531
C -2.309 -2.941 0.041
C -3.256 -1.746 0.095
O -2.783 -0.702 0.927
C -3.430 -0.662 2.199
H 2.940 -4.480 1.321
H 1.935 -3.798 2.625
H 3.201 -2.804 1.860
H -0.027 -4.328 1.162
H 1.158 -4.954 -0.018
H -0.720 -4.329 -1.346
H 0.527 -3.069 -1.566
H -2.155 -3.367 1.034
H -2.742 -3.703 -0.621
H -4.241 -2.083 0.429
H -3.335 -1.328 -0.916
H -4.499 -0.465 2.054
H -2.978 0.148 2.773
H -3.304 -1.599 2.748
S 7.609 -0.111 0.949
N 6.511 -0.075 2.125
C 5.299 -0.148 1.595
C 4.050 -0.156 2.298
C 3.934 -0.055 3.691
C 2.681 -0.073 4.263
C 1.566 -0.233 3.438
N 1.684 -0.357 2.136
C 2.871 -0.300 1.537
C 2.918 -0.405 0.088
N 1.775 -0.541 -0.575
C 1.768 -0.635 -1.885
C 2.927 -0.575 -2.653
C 4.134 -0.432 -2.002
C 4.147 -0.355 -0.605
C 5.344 -0.234 0.170
N 6.588 -0.218 -0.291
H 4.831 0.036 4.284
H 2.549 0.022 5.328
H 0.560 -0.264 3.842
H 0.794 -0.743 -2.340
H 2.872 -0.649 -3.728
H 5.068 -0.378 -2.538
O -1.410 1.884 3.132
C -1.139 2.194 1.995
O -0.191 1.689 1.283
C -1.919 3.189 1.185
C -2.526 4.316 1.716
C -3.160 5.203 0.863
C -3.162 4.975 -0.506
C -2.583 3.833 -1.034
C -1.980 2.916 -0.177
P -1.191 1.410 -0.834
C -2.407 0.782 -2.051
C -2.054 -0.141 -3.034
C -2.996 -0.608 -3.934
C -4.315 -0.189 -3.843
C -4.692 0.658 -2.813
C -3.748 1.135 -1.920
C 0.199 2.099 -1.781
C 0.182 2.146 -3.171
C 1.234 2.727 -3.858
C 2.305 3.271 -3.169
C 2.322 3.236 -1.783
C 1.277 2.650 -1.092
H -2.481 4.490 2.780
H -3.648 6.080 1.261
H -3.618 5.696 -1.168
H -2.591 3.666 -2.102
H -1.036 -0.503 -3.104
H -2.699 -1.300 -4.709
H -5.043 -0.529 -4.563
H -5.722 0.956 -2.700
H -4.053 1.785 -1.113
H -0.653 1.742 -3.722
H 1.208 2.760 -4.937
H 3.114 3.737 -3.710
H 3.146 3.672 -1.238
H 1.285 2.635 -0.014
F -0.631 -2.031 2.413
B -1.003 -2.839 3.649
F -1.464 -1.932 4.532
F -1.946 -3.710 3.194
F 0.145 -3.452 4.025
```

Gap between HOMO and LUMO in Eh: 0.2794
Molar mass in g/mol: 879.4
ΔE to the lowest compared entry with this formula, charge and spin in kcal/mol: 9.51
HOMO in Ha: -0.4105
Net charge: +1
Strongest force on any atom in Eh/bohr: 0.0309
LUMO level in hartree: -0.1311
DFT total energy in eV: -91965.6769

(5)
Density functional theory data (the ωB97M-V functional and the def2-TZVPD basis) for a structure of composition C37H34CdN2O4SSeTe.

The geometry in XYZ format:
```
81
Properties=species:S:1:pos:R:3
Cd -0.093 0.860 0.821
C 5.842 -3.687 1.286
C 4.790 -2.672 0.936
C 5.120 -1.482 0.295
C 4.179 -0.515 -0.043
C 4.587 0.704 -0.795
O 3.971 1.081 -1.769
C 5.800 1.452 -0.335
C 6.201 1.436 0.998
C 7.286 2.198 1.406
C 7.983 2.962 0.482
C 7.590 2.975 -0.850
C 6.495 2.232 -1.257
C 2.817 -0.696 0.302
O 1.937 0.245 0.170
C 2.490 -1.951 0.884
C 3.447 -2.885 1.237
C 1.041 -2.086 1.119
N 0.200 -2.182 0.148
C 0.602 -2.423 -1.235
C 1.209 -3.800 -1.483
Te 0.050 -5.463 -0.756
C 1.310 -5.863 0.885
C 0.895 -5.566 2.180
C 1.728 -5.823 3.263
C 2.981 -6.379 3.056
C 3.398 -6.684 1.767
C 2.565 -6.432 0.687
C 0.475 -1.860 2.455
C -0.782 -2.381 2.782
C -1.344 -2.092 4.013
C -0.668 -1.267 4.905
C 0.574 -0.741 4.580
C 1.159 -1.050 3.362
H 6.831 -3.340 0.984
H 5.659 -4.643 0.789
H 5.873 -3.885 2.361
H 6.160 -1.294 0.046
H 5.654 0.836 1.713
H 7.585 2.197 2.447
H 8.832 3.554 0.800
H 8.137 3.573 -1.569
H 6.157 2.246 -2.285
H 3.132 -3.794 1.739
H 1.296 -1.638 -1.551
H -0.305 -2.322 -1.831
H 2.189 -3.900 -1.018
H 1.341 -3.945 -2.554
H -0.078 -5.123 2.345
H 1.394 -5.581 4.264
H 3.633 -6.578 3.897
H 4.375 -7.122 1.603
H 2.890 -6.679 -0.317
H -1.290 -3.011 2.063
H -2.312 -2.499 4.277
H -1.117 -1.032 5.862
H 1.084 -0.081 5.269
H 2.119 -0.635 3.083
O -2.117 -1.455 -0.333
C -1.167 -1.056 0.197
C -2.612 3.596 0.406
S -1.625 3.381 -1.072
C -2.952 2.962 -2.205
O -0.890 2.067 -0.911
H -3.247 4.475 0.288
H -1.916 3.734 1.232
H -3.214 2.703 0.580
H -3.598 3.825 -2.369
H -3.514 2.117 -1.812
H -2.468 2.686 -3.141
Se 0.294 2.528 2.741
C 0.859 3.870 1.499
C 0.384 5.175 1.621
C 0.779 6.130 0.695
N 1.590 5.883 -0.329
C 2.049 4.636 -0.434
C 1.728 3.609 0.440
H -0.284 5.453 2.428
H 0.414 7.149 0.787
H 2.718 4.432 -1.265
H 2.158 2.625 0.283
```

Gap between HOMO and LUMO in Eh: 0.2556
Molar mass in g/mol: 921.7
ΔE to the lowest compared entry with this formula, charge and spin in kcal/mol: 30.35
HOMO in Ha: -0.2751
Strongest force on any atom in Eh/bohr: 0.0101
LUMO level in hartree: -0.0195
DFT total energy in eV: -138129.1766